Below is a single C4H8O molecule at a distorted geometry, with properties calculated with ωB97M-V/def2-TZVPD.

Each line ends with the Mulliken charge.
Geometry (Å):
C 0.643 1.060 -1.645  -1.1107
C -0.242 -0.052 -1.156  -0.2424
C 0.226 -0.344 0.250  -0.1191
C -0.453 -1.092 1.401  -0.2873
H 1.741 0.760 -1.783  0.3030
H 0.657 1.994 -1.106  0.3271
H 0.254 1.323 -2.660  0.3044
H -1.335 0.271 -1.112  0.2671
H -0.219 -1.056 -1.727  0.2225
H 1.334 -0.453 0.173  0.2587
H 0.252 -1.726 2.006  0.2326
H -1.535 -1.254 1.318  0.2569
O -0.274 0.339 1.473  -0.4128

## Properties
Gap between HOMO and LUMO   11.2743 eV
HOMO level   -10.089 eV
Lowest unoccupied orbital energy   1.2 eV
SMILES   CC[C@@H]1CO1

---

Below is a molecular structure, BaH22O11 at a distorted geometry, with properties calculated with ωB97M-V/def2-TZVPD.

Each line ends with the Mulliken charge.
Geometry (Å):
Ba 24.868 -2.819 7.866  1.2000
O 25.014 -0.266 9.140  -0.4583
H 24.145 0.208 9.067  0.2230
H 25.687 0.289 9.588  0.2642
O 27.368 -3.716 6.746  -0.4352
H 27.510 -3.689 5.819  0.2444
H 28.191 -3.456 7.155  0.2493
O 24.904 -5.468 6.491  -0.4688
H 24.120 -5.388 5.921  0.2833
H 25.640 -5.347 5.956  0.2802
O 26.774 -0.899 6.665  -0.3818
H 27.133 -0.376 7.341  0.2417
H 27.529 -1.304 6.284  0.2725
O 22.556 -3.370 6.053  -0.4409
H 22.464 -2.964 5.198  0.2527
H 21.792 -3.125 6.518  0.2556
O 22.250 -1.938 8.714  -0.3777
H 21.759 -1.987 9.514  0.2546
H 22.265 -1.030 8.550  0.2067
O 25.204 -2.729 4.916  -0.5680
H 25.952 -2.551 4.318  0.2910
H 24.614 -3.454 4.517  0.2795
O 27.089 -2.048 9.315  -0.4276
H 26.807 -1.160 9.557  0.2528
H 27.923 -1.983 8.877  0.2701
O 26.288 -4.951 9.336  -0.4930
H 27.219 -4.789 9.581  0.2761
H 25.930 -5.005 10.220  0.3057
O 24.065 -0.589 6.116  -0.5221
H 23.136 -0.439 6.115  0.3036
H 24.241 -1.216 5.400  0.3081
O 23.000 -4.919 8.561  -0.4701
H 22.599 -4.652 9.420  0.2731
H 22.350 -5.222 7.960  0.2555

## Properties
Gap between HOMO and LUMO   11.6261 eV
HOMO level   -17.910 eV
Charge   +2
Lowest unoccupied orbital energy   -6.3 eV

---

Below is a molecular structure, C19H28BN7PtSi at a distorted geometry, with properties calculated with ωB97M-V/def2-TZVPD.

Each line ends with the Löwdin spin population.
Geometry (Å):
H 1.323 -2.384 -0.279  0.0032
N 2.303 -0.604 -0.168  0.0902
B 3.855 1.365 -0.278  0.0000
N 3.506 -0.094 -0.624  0.0123
C 4.152 -1.019 -1.379  0.0075
Pt 0.462 0.222 0.131  0.7381
H 5.130 -0.743 -1.761  0.0010
C 3.340 -2.201 -1.376  0.0039
H 3.492 -3.162 -1.831  0.0005
C 2.225 -1.892 -0.602  0.0113
H 4.909 1.710 -0.707  -0.0001
C -2.789 1.146 3.919  0.0005
H -3.787 1.469 3.546  0.0000
H -2.000 1.511 3.230  0.0011
H -2.736 1.609 4.927  0.0000
N 3.906 1.529 1.285  -0.0003
N 2.702 2.245 -0.785  0.0082
N 2.791 1.169 1.982  0.0000
N 1.421 1.930 -0.367  0.0724
C 4.865 1.964 2.155  0.0007
C 2.650 3.276 -1.664  0.0043
H 5.874 2.296 1.767  0.0000
H 3.576 3.644 -2.086  0.0006
C 4.324 1.909 3.429  0.0000
C 1.296 3.663 -1.762  0.0041
C 2.974 1.417 3.240  0.0007
C 0.579 2.824 -0.946  0.0230
H 4.761 2.143 4.408  0.0000
H 0.833 4.453 -2.339  0.0005
H 2.222 1.216 3.968  0.0000
H -0.464 2.706 -0.682  0.0134
H -2.775 0.111 4.038  0.0000
C -1.659 -2.503 2.100  -0.0003
Si -2.774 -2.165 0.626  0.0479
C -3.364 -3.776 -0.106  0.0109
C -4.219 -1.115 1.198  0.0136
N -1.823 -1.249 -0.510  0.4226
C -1.947 -0.799 -1.756  0.0566
C -0.822 -0.268 -2.435  0.1447
C -0.916 0.279 -3.705  -0.0156
C -2.150 0.274 -4.378  0.1780
C -3.286 -0.250 -3.741  -0.0050
C -3.210 -0.779 -2.460  0.1369
H -1.963 -3.426 2.614  -0.0003
H -1.657 -1.698 2.845  0.0001
H -0.618 -2.624 1.781  0.0005
H -4.025 -4.292 0.608  0.0011
H -3.912 -3.591 -1.042  0.0003
H -2.500 -4.421 -0.325  -0.0002
H -3.911 -0.221 1.762  -0.0001
H -4.820 -0.774 0.343  -0.0001
H -4.891 -1.701 1.842  0.0016
H 0.135 -0.271 -1.872  0.0027
H -0.027 0.700 -4.176  -0.0043
H -2.223 0.681 -5.388  0.0097
H -4.246 -0.250 -4.259  -0.0037
H -4.091 -1.188 -1.954  0.0057

## Properties
Gap between HOMO and LUMO (alpha / beta)   7.7033 / 5.7027 eV
HOMO level (alpha / beta)   -7.280 / -7.713 eV
2S+1   3
Lowest unoccupied orbital energy (alpha / beta)   0.4 / -2.0 eV

---

Below is a molecular structure, C19H18LiN13O3, with properties calculated with ωB97M-V/def2-TZVPD.

Each line ends with the Mulliken charge.
Geometry (Å):
Li -1.357 -0.955 -0.091  1.2318
N 2.081 2.671 0.414  0.1793
C 0.939 2.141 -0.060  -0.6701
N 0.795 0.945 -0.522  0.0011
C 1.887 0.095 -0.471  -0.1695
N 1.802 -1.173 -0.703  -1.0796
N 0.513 -1.629 -0.867  0.6476
C 0.401 -2.672 -1.582  -0.8775
C -0.930 -3.265 -1.777  1.0383
C -1.122 -4.299 -2.682  -0.9746
C -2.401 -4.800 -2.861  -0.2281
C -3.441 -4.251 -2.133  -0.8613
C -3.154 -3.221 -1.247  -0.0628
N -1.934 -2.741 -1.061  -0.1985
C 3.201 0.637 -0.105  0.9073
C 4.377 -0.116 -0.162  -0.3870
C 5.566 0.416 0.287  -0.7086
C 5.598 1.711 0.814  -0.4194
C 4.453 2.473 0.872  -0.8261
C 3.257 1.934 0.398  0.0529
H 2.050 3.533 0.936  0.3934
H 0.080 2.805 -0.046  0.4984
H 1.265 -3.122 -2.071  0.2967
H -0.281 -4.691 -3.239  0.3871
H -2.582 -5.603 -3.564  0.4231
H -4.457 -4.604 -2.246  0.3764
H -3.938 -2.753 -0.663  0.4075
H 4.323 -1.120 -0.557  0.4672
H 6.474 -0.169 0.240  0.4041
H 6.530 2.122 1.181  0.3986
H 4.464 3.473 1.287  0.3762
N -3.552 -0.470 0.958  -0.4218
N -3.631 0.899 0.657  -0.1769
C -2.893 1.408 -0.361  0.3779
N -2.832 2.741 -0.410  -0.3271
N -2.356 0.523 -1.197  -0.4898
N -1.654 0.964 -2.288  1.2007
O -1.539 2.162 -2.558  -0.8141
O -1.172 0.086 -2.967  -0.6525
H -4.492 -0.811 1.108  0.2743
H -2.984 -0.585 1.794  0.1624
H -3.752 1.532 1.440  0.3694
H -3.053 3.260 0.427  0.3055
H -2.318 3.143 -1.177  0.2585
N 1.172 -0.194 2.523  -0.2692
C -0.057 0.356 2.367  0.5250
O -0.960 -0.295 1.799  -0.7908
C -0.247 1.693 2.861  -0.0150
C -1.515 2.290 2.767  0.5434
N -2.565 2.767 2.673  -0.9044
C 0.853 2.467 3.279  -0.0862
N 1.810 3.058 3.555  -0.5909
H 1.928 0.307 2.958  0.2344
H 1.353 -1.074 2.072  0.2635

## Properties
Gap between HOMO and LUMO   7.6669 eV
HOMO level   -8.068 eV
Lowest unoccupied orbital energy   -0.4 eV

---

Below is a gas-phase ion, C26H49F3N4PS2 (charge +1) at a distorted geometry, with properties calculated with ωB97M-V/def2-TZVPD.

Each line ends with the Mulliken charge.
Geometry (Å):
C 3.766 -3.330 1.951  -1.0340
C 2.365 -3.110 1.156  -0.0642
C 2.615 -3.295 -0.441  -0.6108
C 3.256 -1.915 -0.967  -0.4765
N 2.645 -1.387 -2.225  0.3302
C 1.182 -1.099 -2.076  -0.1185
C 0.403 -1.720 -3.334  -0.9344
C -1.183 -1.513 -3.295  -0.2595
C -1.660 0.004 -3.148  -0.8936
N -1.464 0.596 -1.797  1.1025
N -0.826 1.788 -1.621  -0.9017
C -0.840 2.100 -0.236  0.0514
P -0.065 3.715 0.336  -0.1787
C -1.336 5.096 0.557  -0.5165
C -2.705 4.630 1.289  -0.6671
C 1.049 3.498 1.849  -0.3001
C 0.347 4.000 3.231  -0.9634
N -1.509 1.040 0.513  0.8380
C -1.710 0.968 2.001  -0.0952
C -0.937 -0.333 2.527  -0.4911
C -1.717 -1.216 3.590  0.8751
F -1.047 -1.228 4.847  -0.2690
F -3.083 -0.926 3.737  -0.2391
F -1.653 -2.577 3.136  -0.2681
C -1.901 0.133 -0.522  -0.7192
C -2.743 -1.210 -0.179  0.6555
C -4.050 -1.162 -1.101  -0.6134
C -5.307 -2.011 -0.583  0.3674
C -5.787 -3.004 -1.768  -1.0726
C -5.122 -2.750 0.821  -1.2077
C 3.376 -0.117 -2.543  -0.2803
S 4.184 -0.051 -4.023  -0.1596
S 3.459 1.328 -1.404  0.1096
C 5.003 2.314 -1.706  -0.6694
C 6.230 1.902 -0.759  -0.3727
C 5.812 1.507 0.740  -0.6249
H 4.514 -3.938 1.323  0.2680
H 4.281 -2.342 2.200  0.2205
H 3.563 -3.848 2.952  0.3220
H 2.021 -2.036 1.410  -0.1119
H 1.535 -3.796 1.545  0.4088
H 3.363 -4.131 -0.632  0.4977
H 1.629 -3.568 -0.947  0.1975
H 3.275 -1.167 -0.106  0.2553
H 4.359 -2.148 -1.218  0.3294
H 1.064 0.048 -2.167  0.2355
H 0.744 -1.381 -1.062  -0.0901
H 0.600 -2.856 -3.339  0.2315
H 0.854 -1.282 -4.285  0.2366
H -1.667 -2.210 -2.525  0.1962
H -1.579 -1.875 -4.318  0.3850
H -2.764 0.070 -3.413  0.4283
H -1.111 0.672 -3.910  0.3591
H -0.874 6.017 1.075  0.3660
H -1.648 5.452 -0.491  0.4095
H -3.619 4.903 0.662  0.2925
H -2.844 5.167 2.301  0.2635
H -2.738 3.487 1.437  0.0118
H 1.978 4.154 1.660  0.4191
H 1.401 2.417 1.910  0.1805
H 0.694 5.043 3.547  0.3052
H 0.714 3.278 4.052  0.3123
H -0.790 3.896 3.175  0.1739
H -2.834 0.972 2.167  0.3935
H -1.216 1.887 2.450  -0.2089
H 0.018 0.043 3.053  0.4266
H -0.567 -0.981 1.660  -0.1598
H -2.090 -2.113 -0.470  0.1858
H -2.933 -1.157 0.941  -0.1891
H -3.783 -1.541 -2.157  -0.1262
H -4.346 -0.061 -1.243  0.3832
H -6.175 -1.261 -0.446  0.1849
H -4.927 -3.354 -2.429  0.2850
H -6.515 -2.435 -2.439  0.2899
H -6.333 -3.874 -1.246  0.3344
H -4.266 -3.497 0.870  0.2788
H -4.954 -1.932 1.621  0.2202
H -6.142 -3.213 1.091  0.4523
H 5.285 2.270 -2.813  0.4032
H 4.743 3.408 -1.486  0.3058
H 6.913 2.819 -0.684  0.3115
H 6.840 1.050 -1.225  0.2322
H 5.731 0.366 0.866  0.1268
H 4.882 2.063 1.095  0.0908
H 6.666 1.851 1.435  0.3473

## Properties
Gap between HOMO and LUMO   7.5352 eV
HOMO level   -10.518 eV
Charge   +1
Lowest unoccupied orbital energy   -3.0 eV
SMILES   CCCCN(CCCCn1nc(P(CC)CC)[n+](CCC(F)(F)F)c1CCC(C)C)C(=S)SCCC

---

Below is 2 unconnected molecules or ions with the total composition C5H14N2O2 at a distorted geometry, with properties calculated with ωB97M-V/def2-TZVPD.

Each line ends with the Mulliken charge.
Geometry (Å):
C -1.883 0.195 -0.025  0.4406
C -0.805 -1.211 -0.219  -0.8399
C -1.727 0.777 1.361  -1.2810
N -1.653 1.136 -1.036  -0.7492
O -0.641 -1.464 -1.589  -0.5626
H -0.124 -0.728 -1.950  0.3355
H -2.870 -0.254 -0.168  0.4146
H -0.717 1.550 -0.951  0.3484
H -1.789 0.748 -1.963  0.2965
H 0.051 -1.420 0.430  0.2501
H -1.491 -1.977 0.147  0.4885
H -0.766 1.274 1.453  0.2162
H -2.504 1.520 1.533  0.3605
H -1.830 0.003 2.118  0.3345
C 2.142 0.024 1.196  -1.1769
C 1.616 0.324 -0.192  0.6748
N 2.136 -0.471 -1.192  -0.3218
O 1.097 1.402 -0.480  -0.7279
H 2.784 -1.208 -0.967  0.1881
H 2.150 -0.083 -2.121  0.2731
H 2.084 -1.051 1.417  0.3999
H 1.558 0.568 1.939  0.2575
H 3.182 0.346 1.260  0.3802

## Properties
Gap between HOMO and LUMO   8.8576 eV
HOMO level   -8.236 eV
Lowest unoccupied orbital energy   0.6 eV
SMILES   C[C@@H](N)CO.CC(N)=O

---

Record-wise E_tot values, in Ha: -232.37364; -865.91579; -1557.70307; -1679.94797; -2675.93951; -458.87549